The following is a quantum chemistry calculation of a molecular structure, C30H43BF6N12O4S4Tl in a non-equilibrium geometry, from OMol25.

Results
Energy relative to the best compared isomer or geometry (same formula, charge and spin) = 233.3 kJ/mol
Total energy = -122897.73066 eV
Kohn-Sham gap = 7.75 eV

```
! RIJCOSX wB97M-V def2-TZVPD def2/J DEFGRID3
* xyz -1 1
C -0.952 -2.874 -3.232
H -0.485 2.719 4.262
H -2.787 -3.719 -2.674
N -2.925 -3.158 2.493
C 2.426 1.794 -2.671
H 4.053 -2.380 1.629
C 3.216 -2.512 -0.271
O -5.508 -1.003 -1.556
H 2.270 -2.042 1.631
N 2.743 -1.576 -2.130
C -4.100 -1.691 3.784
C -3.803 0.594 -2.609
H 3.672 -2.474 -4.556
C -1.364 -1.915 -4.125
H -1.372 0.390 -5.524
H 0.314 0.492 -5.703
H 4.435 2.062 -2.320
C 0.457 2.416 -1.771
C 3.815 1.707 -3.152
H 2.590 -2.118 4.009
H 4.078 3.693 1.015
C 2.325 3.268 4.163
H 4.674 -3.723 -3.840
H 2.726 4.593 1.950
H -0.542 3.997 -0.769
H 2.159 2.349 4.724
C -2.883 -2.145 3.421
H -0.442 1.213 -4.304
C 3.064 -2.670 1.191
H 2.495 4.105 4.859
F -2.538 0.964 -2.480
N 2.474 2.576 1.575
C 1.875 -2.608 4.681
H 4.060 2.519 -3.837
F -3.970 4.135 1.821
H -1.502 2.424 -0.686
O -2.547 1.382 0.943
F -3.889 -0.263 -3.647
H -5.140 -5.163 1.227
F -4.650 1.602 -2.894
N 0.337 1.800 1.661
H -1.362 -4.379 -1.851
C 0.492 -1.936 4.530
S 0.306 -0.291 4.772
C -0.127 3.660 3.826
H 2.180 -2.567 5.734
C -4.454 -4.333 0.949
H -0.470 1.616 2.298
S -5.371 -2.294 2.732
H -4.409 -1.014 4.624
C -1.601 -1.660 3.933
O -4.596 1.346 2.315
N 1.203 3.497 3.199
H -1.694 -4.856 -3.467
C 3.714 -2.476 -2.443
C 2.985 3.850 1.124
C 1.240 2.521 2.151
Tl -0.265 -1.111 -0.090
H 3.265 3.151 3.632
H 2.486 0.522 1.131
F -3.868 3.852 -0.328
C 1.744 2.871 -2.093
H 2.625 -0.618 -3.990
N -0.551 -2.526 4.045
C -0.406 -0.918 -4.221
N 0.233 -2.488 -2.699
H -1.962 0.521 4.211
H -4.824 -3.798 0.107
C -4.392 3.383 0.775
N 2.445 -1.650 -0.837
C -1.342 -0.352 4.203
H 4.022 0.672 -3.658
H -2.268 -1.866 -4.693
H -0.077 4.448 4.655
N 0.417 1.036 -1.945
H -3.500 -4.851 0.742
H 1.835 -3.654 4.396
C 2.836 1.443 0.650
C -1.785 -3.998 -2.801
C -0.497 0.363 -4.940
C 4.040 -3.109 -1.252
H 2.342 1.501 -0.302
H 5.208 -1.924 -3.821
N 1.639 0.703 -2.457
N -4.831 0.872 -0.126
B 1.927 -0.712 -3.021
H -0.889 4.064 3.144
S -4.014 1.530 1.056
C -0.817 3.059 -1.313
C -4.115 -3.349 2.081
H -1.358 3.415 -2.161
H 2.658 4.079 0.114
N 0.574 -1.345 -3.276
C 4.377 -2.657 -3.748
H 4.695 -3.940 -1.121
H 2.006 3.892 -2.087
S -4.356 -0.277 -1.083
H 2.872 -3.697 1.628
O -3.231 -0.955 -0.579
H 3.930 1.415 0.620
F -5.725 3.561 0.740
*
```

=====

The following is a quantum chemistry calculation of 4 unconnected molecules or ions with the total composition C3H14NO4 in a non-equilibrium geometry, from OMol25.

Results
Energy relative to the best compared isomer or geometry (same formula, charge and spin) = 137.1 kJ/mol
Total energy = -13011.20831 eV
Kohn-Sham gap = 10.61 eV

```
! RIJCOSX wB97M-V def2-TZVPD def2/J DEFGRID3
* xyz 1 1
N 0.358 -0.916 0.818
O 2.574 0.343 -1.750
H -0.210 -2.033 2.500
H -1.413 0.034 1.529
H 1.510 -1.780 2.436
H -1.643 -1.360 0.472
H 0.402 -0.475 2.897
O -4.010 -1.224 -0.515
H 2.525 0.459 -2.704
C -1.057 -0.458 0.628
H -4.822 -0.725 -0.353
H -4.353 -2.061 -0.852
H 3.532 3.565 -2.059
H 3.155 3.842 -0.621
O 3.130 3.142 -1.290
O -0.957 0.098 -1.702
C -1.384 0.352 -0.619
H -2.138 1.113 -0.392
H 2.592 1.269 -1.415
C 0.554 -1.309 2.231
H 1.025 -0.185 0.552
H 0.632 -1.690 0.209
*
```

=====

The following is a quantum chemistry calculation of C9H18O2S in the gas phase in a non-equilibrium geometry, from OMol25.

Results
Energy relative to the best compared isomer or geometry (same formula, charge and spin) = 324.2 kJ/mol
Total energy = -24551.14865 eV
Kohn-Sham gap (spin up / spin down) = 8.92 / 8.92 eV

```
! RIJCOSX wB97M-V def2-TZVPD def2/J DEFGRID3
* xyz 0 1
C -1.499 -1.490 1.500
H -1.267 2.621 0.990
C -1.499 -0.896 0.130
H -1.739 -2.507 1.437
H 2.132 1.772 -0.743
C 0.588 0.014 -0.281
C 0.364 1.265 0.496
S -2.293 0.668 -0.023
C 1.588 2.167 0.257
H -0.531 0.450 -2.098
C 0.531 0.064 -1.810
H 2.387 -1.274 -0.388
H 1.229 0.696 -2.237
H -0.936 2.524 -0.703
H 0.843 -1.024 -2.249
H 1.176 -1.892 0.568
O -2.734 0.857 -1.405
O -3.307 0.713 1.020
H -0.928 -2.067 -1.530
H -0.551 -1.298 2.076
H 1.352 3.175 0.192
H -2.529 -1.231 1.951
H 0.286 1.051 1.539
H 2.320 2.084 1.017
C -1.788 -1.903 -1.006
H -2.146 -2.903 -0.511
C 1.559 -0.923 0.290
H 2.132 -0.480 1.099
H -2.469 -1.409 -1.719
C -0.935 1.979 0.228
*
```

=====

The following is a quantum chemistry calculation of a molecular structure, C52H81BiGeN3O2SeSi, from OMol25.

Results
Energy relative to the best compared isomer or geometry (same formula, charge and spin) = 155.9 kJ/mol
Total energy = -199380.44863 eV
Kohn-Sham gap = 4.29 eV

```
! RIJCOSX wB97M-V def2-TZVPD def2/J DEFGRID3
* xyz 1 1
H -1.122 3.236 -4.107
H 3.180 4.684 2.502
C -2.735 -5.653 -2.325
H -0.427 2.851 -1.804
H -3.812 1.315 -2.052
C 4.573 4.379 -0.700
H -1.880 0.492 3.936
H 3.472 1.623 0.669
C 1.816 -1.665 2.079
Se -2.079 -1.839 -1.183
N 2.864 -2.147 -2.591
H 0.725 -2.985 3.382
H -2.585 -0.907 3.127
H -6.058 -3.710 -1.893
H 3.917 -0.530 -0.503
C 0.362 4.745 -4.484
H -4.478 -0.319 -4.794
C 0.302 6.084 1.122
C 3.593 3.484 -0.317
H 2.098 0.065 5.413
H -6.131 -5.719 -2.600
C -4.794 -7.383 -2.874
H 3.808 -2.482 -2.636
H 5.720 0.746 0.057
H -5.438 -1.140 -6.033
C 1.771 -2.738 3.171
C 3.980 2.066 -0.201
H 2.520 7.500 1.269
C -4.402 1.771 -1.249
C 5.903 3.989 -0.831
C -5.215 -3.045 -1.728
C 3.359 1.332 -1.455
Si 1.732 3.973 -0.056
H 4.764 1.322 2.939
C -5.355 -1.825 -2.626
Bi -0.440 1.066 0.565
H -1.398 -7.332 -2.591
H 5.435 1.586 4.552
H 3.719 6.340 0.716
H 1.936 6.209 -4.552
H 3.755 -0.860 3.753
O 1.411 -0.562 -1.891
H -3.626 0.269 3.921
C 3.728 -0.146 -1.511
C 2.551 -0.957 -2.028
H -5.595 -8.080 -3.091
C 0.105 3.593 -2.386
H 3.681 1.850 -2.359
H 6.630 4.714 -1.184
H -5.336 1.211 -1.173
H 2.854 -1.436 1.807
C 4.031 -3.809 2.644
O 0.962 2.747 0.668
C 4.018 -0.061 4.453
C 1.980 1.302 3.651
H 2.128 -2.756 -2.902
H -5.467 -0.427 1.546
C -0.399 -5.832 0.359
C 2.667 6.624 0.625
C -4.047 -5.203 -2.315
H 2.636 1.882 2.993
H -2.799 4.842 0.513
H -1.327 2.628 3.688
C 2.760 0.721 4.837
H 2.191 -2.345 4.105
H -0.124 -3.715 0.022
H 0.356 -6.027 1.125
H -2.575 -5.542 0.361
H -0.036 -0.558 3.743
H -5.220 -2.752 -0.680
C -1.738 -5.580 1.062
H -0.042 6.384 0.123
C 1.164 4.311 -1.819
C -4.564 -0.543 0.933
H -4.528 -1.146 -2.428
H -0.422 5.380 1.533
H -3.268 -8.877 -3.091
N -4.009 -3.848 -1.969
H -1.950 -6.379 1.776
C 6.344 2.690 -0.497
H 2.091 5.908 3.180
H -0.695 3.678 2.420
H 0.298 6.977 1.761
C 2.145 5.056 2.492
C -0.295 3.806 -3.700
H 4.419 -0.543 5.349
H -2.343 3.912 3.025
C 1.815 5.252 -2.635
H -4.034 -1.431 1.285
C -5.102 -6.059 -2.596
C 0.089 -4.654 -0.492
H 4.263 -3.169 1.786
H 4.623 -0.324 -2.111
H -0.466 -6.737 -0.255
C -5.389 -0.900 -4.968
H -6.271 -2.767 -4.340
C -2.722 -3.466 -1.742
H -6.247 -0.266 -4.725
H 2.111 -4.427 1.873
C -5.386 -2.164 -4.112
H 2.469 6.948 -0.404
C -1.589 3.158 2.768
H 2.349 -4.755 3.585
C -2.474 4.030 -0.151
H -6.279 -1.312 -2.339
H 2.276 1.423 -1.395
H 1.237 2.016 4.022
C 1.719 5.497 1.083
N -1.943 -4.560 -1.982
H -1.411 4.188 -0.348
Ge 0.880 0.002 2.632
C 5.111 0.815 3.845
H -0.156 -5.437 -2.486
C -2.124 2.205 1.720
H 0.057 4.907 -5.512
H -4.650 2.788 -1.554
H 4.451 -3.342 3.540
H -4.509 -2.768 -4.365
H -4.872 -0.725 -0.098
H 4.331 5.415 -0.894
H -0.137 -3.665 -2.387
C -3.689 0.675 1.017
H 5.988 0.214 3.582
H 7.402 2.451 -0.510
H 1.325 -2.037 1.171
C 1.419 5.471 -3.948
C -2.421 -6.975 -2.601
C -3.640 1.750 0.048
C -3.473 -7.835 -2.876
C -2.715 0.162 3.323
C -2.833 0.953 2.049
C 2.524 -4.016 2.799
C -0.486 -4.578 -1.903
H -1.711 -4.634 1.610
C 5.416 1.763 -0.172
H 1.503 4.262 2.883
H 3.052 1.539 5.508
C -2.750 2.692 0.473
H 1.177 -4.719 -0.611
H 4.542 -4.762 2.492
H 2.651 5.829 -2.248
H -3.004 4.143 -1.097
*
```

=====

The following is a quantum chemistry calculation of C23H23F3N2O6 in the gas phase in a non-equilibrium geometry, from OMol25.

Results
Energy relative to the best compared isomer or geometry (same formula, charge and spin) = 537.2 kJ/mol
Total energy = -47636.80792 eV
SMILES = CN(C)[C@H](c1ccc(C(F)(F)F)cc1)C1(Cc2ccc([N+](=O)[O-])cc2)C(=O)OC(C)(C)OC1=O
Kohn-Sham gap = 8.17 eV

```
! RIJCOSX wB97M-V def2-TZVPD def2/J DEFGRID3
* xyz 0 1
C 0.438 -2.131 -0.530
H -1.125 4.253 -2.593
C 1.417 -4.178 -1.332
N -1.917 1.292 1.395
O 2.422 -5.991 -2.336
H 0.429 3.071 -0.931
C -0.975 0.381 0.787
N 2.572 -4.897 -1.734
C 1.569 -2.909 -0.749
C 1.065 -0.489 2.153
C -1.773 2.727 1.402
H 2.848 -1.321 3.089
H 0.329 1.292 -0.780
H -3.635 0.075 1.566
C 0.108 -4.698 -1.608
C 0.303 2.129 -1.491
C -1.091 3.338 -3.181
C 0.411 0.592 1.518
H -0.238 3.393 -3.859
O -2.152 2.076 -1.452
F 4.586 1.650 4.149
H 0.022 -5.652 -2.079
H -2.772 3.178 1.405
H -1.240 3.093 2.305
C -2.568 0.851 -1.009
C -3.074 0.840 2.138
H -1.256 3.078 0.488
H 0.522 -1.457 2.265
H 0.661 2.760 1.270
H -2.548 -1.737 0.247
C -0.974 2.115 -2.287
C -1.461 -0.168 -0.856
C 1.125 1.819 1.593
C -2.018 -1.629 -0.716
F 4.991 -0.346 3.333
H -2.007 3.256 -3.767
O -1.029 0.944 -3.106
C 4.452 0.865 3.039
O 3.689 -4.419 -1.486
O -3.759 0.670 -0.767
H -2.764 -1.852 -1.508
C 2.422 1.916 2.085
H 2.976 2.876 2.130
C -0.856 -2.598 -0.817
C -1.101 -0.245 -2.423
H -3.737 1.696 2.339
H 0.569 -1.108 -0.152
H -2.007 -4.276 -1.554
F 5.231 1.425 2.058
C -0.980 -3.904 -1.303
C 3.027 0.767 2.585
H -2.759 0.409 3.105
H 2.556 -2.534 -0.517
H 1.137 2.035 -2.204
O -1.117 -1.255 -3.121
C 2.361 -0.440 2.643
H -1.304 -0.626 1.160
*
```

=====

The following is a quantum chemistry calculation of a gas-phase ion, C9H9N2 (charge +1), from OMol25.

Results
Energy relative to the best compared isomer or geometry (same formula, charge and spin) = 0.0 kJ/mol
Total energy = -12453.57264 eV
SMILES = Nc1cccc2cc[nH+]cc12
Kohn-Sham gap = 7.75 eV

```
! RIJCOSX wB97M-V def2-TZVPD def2/J DEFGRID3
* xyz 1 1
C 0.278 -0.279 0.015
H -2.174 2.109 -0.100
C -0.534 -1.447 0.154
H -2.527 -2.140 0.401
N 0.070 -2.693 0.268
C -1.717 1.133 -0.015
N 2.400 0.742 -0.089
H 2.186 -1.278 0.202
H 2.559 2.805 -0.364
H -3.547 0.086 0.263
C 0.530 2.134 -0.255
H -0.607 -3.445 0.263
C 1.659 -0.349 0.041
C -0.326 1.014 -0.094
H 0.107 3.123 -0.363
H 3.406 0.654 -0.053
C 1.864 1.990 -0.255
H 0.737 -2.883 -0.470
C -2.472 0.002 0.184
C -1.891 -1.276 0.269
*
```